1.
Formula: C5H9NO2
Source: OMol25
Level of theory: ωB97M-V with the def2-TZVPD basis set

```
17
Properties=species:S:1:pos:R:3:forces:R:3:mulliken_charge:R:1
C -2.78059 0.02784 -1.11660 -0.1236 -0.1804 0.2108 -1.098
C -1.76560 -0.55409 -0.14876 -0.1070 0.5074 0.2647 0.678
C 0.14763 0.24512 -1.39630 -0.9458 -0.5884 0.6478 -0.192
N -0.46755 -0.58818 -0.61180 0.3297 -0.0694 -1.4831 -0.427
O -2.07893 -1.00827 0.92967 0.0243 0.0485 -0.0356 -0.591
H -2.67549 -0.41057 -2.10708 0.0280 0.0332 -0.0221 0.328
H -3.78316 -0.14729 -0.73433 0.0229 -0.0266 -0.0026 0.318
H -2.62551 1.10515 -1.19159 0.0837 0.0444 -0.0718 0.296
H 0.86761 -0.14706 -2.10318 0.1707 0.1862 0.0351 0.269
H -0.15576 1.28649 -1.47005 0.0223 0.0651 -0.2545 0.241
C 2.64458 0.02885 1.95209 -0.1741 -0.1788 0.1617 -1.084
C 1.68144 0.01805 0.81611 -2.1954 -0.1639 -1.5254 0.378
O 1.81356 0.74159 -0.15563 0.5083 -0.1339 0.7150 -0.476
H 0.56199 -0.63147 0.58939 2.4849 0.6232 1.4659 0.488
H 3.13153 -0.94505 2.01593 -0.0182 -0.0456 0.0207 0.284
H 2.08843 0.16615 2.88062 -0.0012 -0.0577 0.0129 0.285
H 3.39583 0.81277 1.85151 -0.1095 -0.0633 -0.1394 0.302
```
Forces are in eV/Å.

Calculated values
SMILES ... C=NC(C)=O.CC=O
Energy above the lowest of the compared OMol25 structures with the same formula, charge and spin ... 67.1 kcal/mol
Kohn-Sham gap ... 0.3630 hartree
E ... -401.0698 hartree
Lowest unoccupied orbital energy ... 0.68 eV
Max |F| ... 2.95 eV/Å

=====

2.
Formula: C5H9NO2
Source: OMol25
Level of theory: ωB97M-V with the def2-TZVPD basis set

```
17
Properties=species:S:1:pos:R:3:forces:R:3:mulliken_charge:R:1
C 1.82655 -0.99225 -0.05057 4.7775 -4.8989 -1.4012 -0.922
C 1.35008 0.32509 0.12197 -2.1177 4.9311 -0.2746 -0.316
C -0.12295 0.28950 0.14555 -2.8410 -0.0364 -1.0967 0.787
C -1.03930 1.56600 0.05452 -0.6694 0.6197 2.3207 -1.145
C -1.78586 -0.82510 -0.59556 -0.3601 -5.5578 0.0852 -0.206
H 1.78431 -1.59627 -1.13918 0.3907 2.4377 2.5734 0.211
H 2.95226 -0.94729 0.38950 -2.3636 -0.8565 -1.3743 0.274
H 1.25868 -1.72115 0.53144 0.2459 0.3391 0.4117 0.335
H 1.59389 1.17653 -0.58909 0.1347 -1.4447 0.1253 0.293
H 1.58289 0.83727 1.04776 0.6340 -0.4819 0.6686 0.308
H -2.21338 1.18668 0.04244 3.2666 1.4790 -0.4493 0.312
H -0.93469 2.03616 1.06881 -0.2390 -0.1232 -0.7361 0.340
H -0.70388 2.40587 -0.66845 -0.7728 -1.9582 0.7195 0.302
H -2.54298 -1.54109 -1.23198 2.0029 2.5979 1.1260 0.289
N -1.81613 -1.17633 0.66982 0.4096 1.6664 -1.3863 -0.239
O -0.54090 -0.41088 -1.07889 -2.1962 -0.0205 1.5850 -0.363
O -0.64858 -0.61274 1.28188 -0.3020 1.3073 -2.8967 -0.261
```
Forces are in eV/Å.

Calculated values
SMILES ... CC[C@@]1(C)OC=NO1
Energy above the lowest of the compared OMol25 structures with the same formula, charge and spin ... 121.2 kcal/mol
Kohn-Sham gap ... 0.3763 hartree
E ... -400.9836 hartree
Lowest unoccupied orbital energy ... 0.86 eV
Max |F| ... 6.98 eV/Å